Record 1
Formula: C20H28CrF3O5S
Source: the OMol25 dataset
Level of theory: ωB97M-V with the def2-TZVPD basis set

Properties
Maximum force in Eh/bohr: 0.0699
Energy in Ha: -2897.2685
Charge: -1
<S²>: 6.0299
HOMO energy (spin up / spin down) in eV: -3.37 / -4.28
Spin multiplicity: 5

Positions of all 58 atoms, in Å:
Cr (0.5994, -0.6472, -0.8320)
S (2.6247, -3.4775, 0.0671)
F (0.6133, -4.6654, 1.3275)
F (2.5162, -4.8305, 2.3799)
F (1.3886, -2.9408, 2.3719)
O (1.5122, -2.8221, -0.6859)
O (3.6263, -2.5677, 0.5676)
O (0.8777, -1.5480, -4.4269)
O (-0.9952, 1.0393, -5.4123)
O (3.0672, -4.7316, -0.5258)
C (2.6412, 0.0721, -0.6681)
C (1.8972, 1.0994, -1.3976)
C (0.9010, 1.6308, -0.5000)
C (-1.5704, 2.2749, -4.8509)
C (2.0921, 0.0235, 0.6749)
C (1.0369, 0.9827, 0.7597)
C (-1.5613, 0.3213, 0.8192)
C (1.5089, -2.8417, -4.7785)
C (0.0379, -1.4051, -5.6160)
C (1.7589, -4.0135, 1.6195)
C (-1.0877, -0.8953, 1.3508)
C (0.3811, 1.4669, -5.0306)
C (-2.4187, 2.9146, -5.9401)
C (-2.4243, 2.0254, -3.6134)
C (-1.8580, 0.1593, -0.5572)
C (1.6022, -3.0259, -6.3241)
C (0.5526, -2.0742, -6.8703)
C (-0.1221, 2.8095, -4.5413)
C (-1.0935, -1.8692, 0.3258)
C (-1.5104, -1.2073, -0.9426)
H (-3.3650, 2.3487, -6.0756)
H (-2.3097, 0.9145, -1.2161)
H (0.9805, -1.3257, -7.5765)
H (-1.6783, 1.2432, 1.3925)
H (-0.0183, -0.3993, -6.0340)
H (-2.9171, 2.9898, -3.2916)
H (2.6310, -2.7771, -6.6280)
H (0.1566, 2.4245, -0.6993)
H (0.1430, 2.9099, -3.4913)
H (-0.7386, -1.0722, 2.3704)
H (0.7841, 0.7960, -4.2282)
H (2.4017, -0.6677, 1.4585)
H (0.1882, 3.6545, -5.1489)
H (-1.6303, -1.6602, -1.9364)
H (-1.8334, 1.6007, -2.8079)
H (-3.2404, 1.2939, -3.7688)
H (-0.9793, -1.7704, -5.3085)
H (2.4370, -2.9578, -4.2168)
H (0.4661, 1.1248, 1.6772)
H (1.2610, -4.0286, -6.6079)
H (1.0624, 1.4852, -5.8859)
H (2.0796, 1.4269, -2.4251)
H (-1.8930, 2.9097, -6.9072)
H (-1.0714, -2.9541, 0.4812)
H (0.8229, -3.6101, -4.3728)
H (-0.3496, -2.5968, -7.2257)
H (3.4720, -0.5094, -1.0455)
H (-2.6587, 3.9660, -5.7055)

Atoms 1-3, force components in eV/Å:
Cr 0.13 -0.98 0.14
S -0.95 -0.13 -0.84
F 0.46 -0.07 0.09

Now the Mulliken charges, all in e: 0.9979 1.0407 -0.2442 -0.2503 -0.2264 -0.7685 -0.7014 -0.3204 -0.5320 -0.6675 -1.0815 -0.3511 -0.6104 1.5263 -0.3415 -0.4526 -1.2138 -0.6937 -0.3954 0.5828 -0.2735 -0.0082 -1.7759 -0.7107 -0.0505 -0.5726 -0.4829 -0.6256 -0.1347 -1.5155 0.3462 0.8423 0.2256 0.5129 0.4128 0.3605 0.3024 0.4080 0.1094 0.4107 -0.1306 0.5062 0.3550 0.6296 -0.7465 0.3828 0.1912 0.4171 0.6728 0.2624 0.3636 0.6159 0.3918 0.5184 0.2992 0.2963 0.5300 0.3671



Record 2
Formula: C20H28CrNO3P
Source: the OMol25 dataset
Level of theory: ωB97M-V with the def2-TZVPD basis set

Properties
Maximum force in Eh/bohr: 0.0508
Energy in Ha: -2445.1363
<S²>: 6.0468
HOMO energy (spin up / spin down) in eV: -7.49 / -7.49
Spin multiplicity: 5

Positions of all 54 atoms, in Å:
Cr (-0.2369, -0.9761, -0.6224)
P (2.1965, -1.0476, -0.7407)
O (-1.6420, -0.8275, 1.9569)
O (0.2266, 0.4298, 1.6610)
O (0.8068, 2.2246, 3.3658)
N (-1.6816, -1.2867, -1.9997)
C (-2.5874, -0.2177, -1.3521)
C (-0.7907, 2.8195, -2.8062)
C (1.6096, 2.5058, -2.7103)
C (-2.4624, -2.5689, -2.0054)
C (-0.7123, 0.4055, 3.8064)
C (0.1403, 0.8892, -1.6463)
C (0.4744, 1.6010, 5.6186)
C (-1.2930, 0.0140, 6.1479)
C (-2.3587, 1.2455, -1.7261)
C (-0.7431, -0.0484, 2.3667)
C (-1.5210, -0.1866, 4.7831)
C (-0.2365, 0.8538, 6.5565)
C (0.4934, 3.2461, -3.1344)
C (2.6457, 0.5548, -1.5159)
C (3.4390, -1.1335, 0.5882)
C (-1.2471, -1.0037, -3.3954)
C (0.1961, 1.4142, 4.2398)
C (2.6557, -2.2482, -2.0278)
C (1.4264, 1.3208, -1.9695)
C (-0.9535, 1.6479, -2.0538)
H (-3.0551, 1.5249, -2.5338)
H (3.2716, -0.3127, 1.2938)
H (0.5920, -2.5894, 0.5447)
H (4.4575, -1.0505, 0.1827)
H (2.2034, -1.9791, -2.9897)
H (3.7421, -2.3299, -2.1349)
H (-3.4234, -2.4227, -1.4961)
H (-1.6805, 3.3867, -3.0921)
H (-2.5596, -0.3527, -0.2392)
H (3.1840, 1.1559, -0.7623)
H (-0.1935, -2.6944, 0.4975)
H (-1.9305, -3.4394, -1.6027)
H (0.0035, 0.9447, 7.6146)
H (-0.1631, -1.1552, -3.5137)
H (-3.6208, -0.4870, -1.6347)
H (-2.6649, 1.8348, -0.8448)
H (0.6216, 4.1698, -3.6972)
H (-1.7400, -1.7152, -4.0607)
H (1.2665, 2.3030, 5.8954)
H (2.2722, -3.2321, -1.7389)
H (-1.9107, -0.5031, 6.8990)
H (2.6219, 2.8603, -2.9247)
H (-2.3319, -0.8309, 4.4410)
H (0.7665, 1.7466, 2.4822)
H (3.3575, 0.4063, -2.3418)
H (-1.5596, -0.0010, -3.7079)
H (3.3512, -2.0861, 1.1272)
H (-2.7219, -2.7793, -3.0476)

Atoms 1-3, force components in eV/Å:
Cr 1.57 1.52 1.43
P 0.18 1.00 -0.12
O 1.02 0.41 -0.28

Now the Mulliken charges, all in e: -0.3469 1.1408 -0.7889 -0.7100 -0.6446 0.1805 -0.8252 -1.0117 -0.7686 -1.0843 0.0402 -0.2670 -0.6254 -0.5842 -0.9671 0.8554 -0.3620 -0.2522 -0.7071 -1.4612 -1.2780 -0.7890 0.3874 -1.3333 1.2679 1.1148 0.3828 0.3258 -0.1643 0.4200 0.3574 0.4143 0.3507 0.4066 0.3162 0.4075 0.2272 0.2195 0.3637 -0.0086 0.5502 0.4459 0.3723 0.3748 0.3908 0.3322 0.3384 0.4543 0.3743 0.4478 0.5541 0.3717 0.3794 0.4145



Record 3
Formula: C20H28F3HoO5S
Source: the OMol25 dataset
Level of theory: ωB97M-V with the def2-TZVPD basis set

Properties
Maximum force in Eh/bohr: 0.0810
Energy in Ha: -2800.8236
<S²>: 6.0049
HOMO energy (spin up / spin down) in eV: -6.21 / -6.22
Spin multiplicity: 5

Positions of all 58 atoms, in Å:
Ho (0.5957, -0.4313, 1.1641)
S (1.8064, 1.3385, 3.2613)
F (1.4249, 3.9858, 3.6751)
F (-0.3183, 2.8190, 3.0043)
F (0.3428, 2.7649, 5.0935)
O (1.8057, 1.5467, 1.7606)
O (-0.7913, 1.2333, -0.1664)
O (0.7707, 0.2929, 3.4298)
O (3.0220, 1.1475, 3.9585)
O (0.7786, -0.5948, -2.0702)
C (-1.8132, 0.8654, -1.1731)
C (2.1776, -2.1073, 0.6689)
C (0.7673, 2.8308, 3.8241)
C (-1.8939, 0.3770, 3.6584)
C (-0.3875, -2.0464, -3.7671)
C (-2.3973, -1.5114, 2.4305)
C (0.9520, -2.8738, 0.7315)
C (0.9414, 0.0423, -4.2648)
C (0.6067, -3.0358, 2.1056)
C (-2.6186, 0.7918, 2.5164)
C (-2.9088, -0.3594, 1.7421)
C (1.0254, 0.6155, -2.8839)
C (-1.1594, 3.1214, -1.4765)
C (2.1243, -2.0366, -3.7094)
C (1.5756, -2.3585, 2.9002)
C (0.8657, -1.2374, -3.4434)
C (-1.7726, -1.0410, 3.6302)
C (-0.0827, 2.3519, -0.7479)
C (2.5436, -1.7757, 2.0280)
C (-2.4070, 2.2116, -1.5645)
H (-2.4647, 0.1233, -0.6740)
H (-0.2707, -2.5698, -4.7487)
H (-1.5402, 1.0189, 4.4336)
H (0.3869, 2.9891, -0.0194)
H (2.0398, 1.0140, -2.7069)
H (-3.4866, -0.3884, 0.8040)
H (-1.4283, 3.9601, -0.8192)
H (-1.2584, -1.3866, -3.8395)
H (2.2731, -2.8512, -3.0029)
H (1.8945, 0.2297, -4.8001)
H (3.4862, -1.3336, 2.3503)
H (-1.2962, 0.3432, -1.9905)
H (0.0008, 0.4114, -4.7232)
H (2.0551, -2.4866, -4.7126)
H (0.4291, -3.3139, -0.1164)
H (2.7370, -1.8554, -0.2318)
H (1.5753, -2.3048, 3.9904)
H (-0.2297, -3.6110, 2.5026)
H (-2.9456, 2.1143, -2.5137)
H (-0.9536, 3.5740, -2.4610)
H (-3.1841, 2.5727, -0.8687)
H (0.2258, 1.3778, -2.8435)
H (-1.2777, -1.6591, 4.3636)
H (-2.5175, -2.5566, 2.1106)
H (-2.9190, 1.8125, 2.2655)
H (2.9987, -1.3829, -3.7052)
H (0.6968, 2.0024, -1.4082)
H (-0.6026, -2.7705, -2.9511)

Atoms 1-3, force components in eV/Å:
Ho -3.36 1.30 2.09
S -2.89 -0.58 -1.27
F -0.11 -0.36 -0.14

Now the Mulliken charges, all in e: 0.7106 0.9333 -0.2292 -0.1382 -0.2096 -0.6666 0.5053 -0.3351 -0.5659 -0.0607 0.5161 -0.3961 0.6090 -0.6099 -1.5961 -0.8543 -0.7205 -0.9799 -0.4887 -0.6764 -0.6812 -0.6032 -0.6291 -1.7446 -0.3213 1.4871 -0.6054 -0.5487 -0.7447 -0.7172 0.0142 0.4229 0.6641 0.3469 0.4328 0.8997 0.3511 0.3678 0.3242 0.3518 0.5435 -0.4275 0.2968 0.4198 0.5710 0.6798 0.3739 0.5020 0.3795 0.3495 0.3008 0.1331 0.5011 0.4189 0.4052 0.4286 0.0505 0.2593



Record 4
Formula: C20H28F3NO2S
Source: the OMol25 dataset
Level of theory: ωB97M-V with the def2-TZVPD basis set

Properties
Maximum force in Eh/bohr: 0.0119
Energy in Ha: -1681.9604
HOMO energy in eV: -8.33
Spin multiplicity: 1

Positions of all 55 atoms, in Å:
S (2.4567, -4.3399, -0.7159)
F (-3.0230, 0.7720, 0.3532)
F (-4.2857, 1.9130, -0.9360)
F (-3.4391, 2.8292, 0.8069)
O (0.2335, -0.2215, -0.9436)
O (-0.9115, -0.8945, 0.8645)
N (1.9925, -1.0160, 1.4045)
C (-1.5869, -1.9066, 0.1153)
C (2.6711, -2.5709, -0.3189)
C (0.2673, 3.2385, -1.1851)
C (2.5439, -2.3390, 1.1900)
C (1.3207, -0.7993, 2.6654)
C (-3.1589, 1.9834, -0.2108)
C (0.0614, 3.5599, -2.5127)
C (3.8684, -2.6221, 1.9071)
C (-2.1829, 2.7673, -2.3474)
C (0.5050, 0.9975, 1.1253)
C (2.8403, 0.1128, 1.0879)
C (-0.4176, 2.2372, 1.0043)
C (-0.0348, -0.1230, 0.2319)
C (-1.9727, 2.4462, -1.0104)
C (-1.1210, -3.2990, 0.5115)
C (-0.7227, 2.6368, -0.4131)
C (-1.1609, 3.3012, -3.1069)
C (2.2684, -4.1850, -2.5131)
C (1.9382, 1.2851, 0.6625)
C (0.5542, 0.5329, 2.5852)
H (0.8565, 4.0154, -3.0836)
H (3.5110, -0.1542, 0.2724)
H (2.2975, 2.2193, 1.0955)
H (-1.3282, 3.5345, -4.1467)
H (-1.3334, 2.0225, 1.5529)
H (1.0537, 1.3032, 3.1755)
H (3.7536, -2.4980, 2.9813)
H (1.2160, 3.4709, -0.7290)
H (-1.7273, -4.0398, -0.0025)
H (-0.0809, -3.4527, 0.2398)
H (0.0802, 3.0714, 1.5062)
H (3.4563, 0.4011, 1.9565)
H (-0.4541, 0.4053, 2.9757)
H (1.7966, -3.0441, 1.5735)
H (0.6250, -1.6249, 2.8241)
H (-2.6490, -1.7798, 0.3398)
H (1.4241, -3.5364, -2.7299)
H (3.6483, -2.2653, -0.6955)
H (-1.4139, -1.7263, -0.9504)
H (2.0866, -5.1817, -2.9005)
H (1.9394, 1.3667, -0.4235)
H (3.1815, -3.7794, -2.9403)
H (4.1708, -3.6466, 1.7071)
H (4.6509, -1.9520, 1.5582)
H (2.0266, -0.7761, 3.5141)
H (1.8893, -2.0178, -0.8406)
H (-1.2300, -3.4402, 1.5839)
H (-3.1530, 2.6023, -2.7899)

Atoms 1-3, force components in eV/Å:
S 0.04 0.12 -0.04
F 0.30 -0.18 -0.01
F -0.04 0.06 -0.32

Now the Mulliken charges, all in e: -0.0839 -0.1483 -0.3299 -0.2852 -0.7533 -0.2341 0.9419 -0.3487 -0.5886 -0.4033 -0.5136 -1.1798 0.6763 -0.8893 -1.7174 -0.9768 2.3202 -0.9393 -2.3300 0.2683 0.5334 -0.9613 0.8063 -0.6243 -0.7747 -1.2024 -1.1908 0.4193 0.4281 0.4449 0.4133 0.5046 0.4804 0.3897 0.5669 0.4651 0.0164 0.6296 0.2776 0.3116 0.4885 0.3718 0.3091 0.2102 0.6052 0.3947 0.3694 0.4355 0.2638 0.4570 0.2832 0.5154 0.1121 0.2577 0.5081



> Number 3 is which compound?

C20H28F3HoO5S